{"formula": "C9H43BNO14", "method": "ωB97M-V/def2-TZVPD", "homo_energy_ev": -1.22, "charge": -1, "gap_ev": 3.0, "total_energy_ev": -40859.6323, "species": ["C", "C", "C", "C", "C", "C", "O", "N", "C", "C", "B", "C", "O", "H", "H", "H", "H", "H", "H", "H", "H", "H", "H", "H", "H", "H", "H", "H", "H", "H", "H", "H", "O", "H", "H", "O", "H", "H", "O", "H", "H", "O", "H", "H", "O", "H", "H", "O", "H", "H", "O", "H", "H", "O", "H", "H", "O", "H", "H", "O", "H", "H", "O", "H", "H", "O", "H", "H"], "coordinates": [[1.430, -0.626, -2.270], [1.016, 0.840, -1.735], [0.432, 0.599, -0.255], [-0.472, 1.803, 0.249], [-0.833, 1.706, 1.810], [-0.273, 0.445, 2.552], [0.821, 0.588, 3.164], [-0.923, -0.870, 2.638], [-0.144, -1.919, 1.905], [-1.093, -1.315, 4.043], [-1.917, 1.694, -0.494], [-2.726, 0.300, -0.720], [-2.509, 2.947, -0.933], [0.503, -1.231, -2.473], [2.079, -0.538, -3.193], [2.023, -1.146, -1.463], [1.921, 1.517, -1.732], [0.204, 1.197, -2.449], [1.357, 0.414, 0.388], [-0.118, -0.403, -0.327], [-1.973, 1.666, 1.925], [-0.521, 2.666, 2.358], [0.833, -1.426, 1.591], [0.139, -2.810, 2.532], [-0.718, -2.184, 0.967], [-0.101, -1.276, 4.599], [-1.915, -0.775, 4.594], [-1.381, -2.418, 4.016], [-2.518, -0.339, 0.201], [-3.831, 0.448, -0.903], [-2.212, -0.233, -1.584], [-2.166, 3.165, -1.813], [2.759, 3.049, -2.698], [3.558, 2.957, -3.229], [3.006, 3.684, -2.011], [0.271, 4.708, 3.822], [0.951, 5.354, 3.606], [0.768, 3.922, 4.082], [-1.137, -4.664, 4.094], [-0.415, -5.276, 4.275], [-1.898, -5.238, 3.949], [-0.571, 5.478, -1.905], [-0.821, 6.132, -1.245], [-0.543, 4.642, -1.406], [4.040, 0.133, 1.143], [3.520, 0.304, 1.938], [3.901, -0.805, 0.968], [-1.511, -2.715, -0.977], [-2.032, -3.211, -0.333], [-1.340, -3.351, -1.683], [4.499, 4.519, -0.640], [5.183, 5.167, -0.841], [4.991, 3.731, -0.381], [-3.132, -4.414, 0.945], [-2.788, -4.179, 1.817], [-4.088, -4.341, 1.042], [-0.420, 4.927, -4.929], [-0.415, 5.158, -3.988], [-1.160, 5.427, -5.287], [3.132, -2.856, 2.393], [2.854, -2.196, 3.041], [3.172, -3.675, 2.896], [-1.394, -5.097, -3.437], [-1.930, -5.260, -4.221], [-1.421, -5.932, -2.957], [-1.145, -2.524, -4.909], [-1.681, -2.681, -5.694], [-1.174, -3.362, -4.430]], "nbo_charge": [-0.62, -0.39, -0.45, -0.77, -0.51, 0.76, -0.68, -0.56, -0.45, -0.42, 1.06, -1.08, -1.00, 0.20, 0.18, 0.18, 0.24, 0.18, 0.18, 0.16, 0.18, 0.22, 0.21, 0.18, 0.24, 0.17, 0.19, 0.21, 0.23, 0.20, 0.26, 0.49, -0.94, 0.45, 0.49, -0.94, 0.46, 0.48, -0.93, 0.47, 0.47, -0.99, 0.47, 0.51, -0.95, 0.48, 0.48, -0.95, 0.48, 0.47, -0.94, 0.46, 0.48, -0.95, 0.48, 0.47, -0.96, 0.50, 0.45, -0.94, 0.48, 0.46, -0.95, 0.47, 0.48, -0.93, 0.45, 0.47]}